{
  "formula": "C6H14N2O2",
  "method": "wB97M-V/def2-TZVPD",
  "spin_multiplicity": 1,
  "lumo_energy_ha": 0.0188,
  "de_lowest_kcal_mol": 15.2,
  "homo_energy_ev": -9.22,
  "fmax_ev_per_a": 1.4,
  "smiles": "CNC(C)=O.CNC(C)=O",
  "charge": 0,
  "gap_ev": 9.73,
  "elements": ["C", "C", "C", "O", "N", "H", "H", "H", "H", "H", "H", "H", "C", "C", "C", "O", "N", "H", "H", "H", "H", "H", "H", "H"],
  "positions_angstrom": [[-2.301825, -1.629867, 1.660568], [-0.814268, 1.814289, 1.671368], [-1.288258, -0.570918, 1.344893], [-0.104580, -0.789384, 1.164549], [-1.739138, 0.707077, 1.592346], [-2.209383, -2.560152, 1.102180], [-2.647825, 0.962968, 1.238373], [-1.156902, 2.578654, 2.371579], [-2.167853, -1.841508, 2.713001], [-3.323547, -1.281133, 1.487603], [0.162350, 1.497103, 2.021354], [-0.636632, 2.286257, 0.705278], [-0.017018, 0.366981, -2.626546], [2.970326, -0.503514, -0.443935], [2.204243, -0.304482, -1.749591], [2.712480, -0.450330, -2.841593], [0.937571, 0.149471, -1.557134], [0.556849, 0.055668, -0.626700], [-0.986355, 0.047036, -2.245506], [2.929360, 0.374918, 0.188900], [0.008164, 1.410222, -2.947147], [0.222541, -0.249537, -3.494192], [2.695411, -1.428095, 0.063427], [3.994289, -0.641726, -0.793075]],
  "forces_ev_per_a": [[-0.6820, -0.2440, -0.7556], [0.5241, 0.4896, -0.1640], [0.2507, 0.5004, 0.8289], [-0.0005, -0.2710, -0.2672], [-0.0094, 0.1550, -0.3566], [0.4615, 0.1366, -0.0414], [-0.1921, -0.3062, 0.3526], [-0.2580, -0.1480, -0.0929], [-0.1045, -0.1032, 0.2848], [0.0889, 0.1090, 0.2368], [-0.0467, -0.3668, 0.0722], [-0.0737, 0.0826, -0.1412], [0.4066, -0.2966, 0.0310], [0.7877, -0.4793, -1.1030], [-0.2694, 0.5183, 0.7916], [-0.0227, -0.1294, -0.2996], [-0.1741, -0.2154, -0.0379], [0.1895, -0.0210, 0.0699], [-0.1862, 0.3537, -0.2131], [-0.2356, -0.0525, 0.2427], [-0.3527, -0.0257, 0.0130], [0.1085, -0.0051, 0.0894], [-0.3148, 0.2484, 0.1728], [0.1048, 0.0707, 0.2867]],
  "mulliken_charge": [-1.125, -0.856, 0.666, -0.614, -0.205, 0.317, 0.246, 0.315, 0.270, 0.366, 0.321, 0.299, -0.985, -1.013, 0.656, -0.652, -0.057, 0.254, 0.322, 0.285, 0.271, 0.343, 0.242, 0.335]
}